(1)
Molecular formula: C4H12N3
Method: DFT, ωB97M-V with the def2-TZVPD basis set

```
19
C4H12N3, DFT ωB97M-V with the def2-TZVPD basis set
C -1.28325 0.96486 -0.50444
C -1.57292 -0.23989 0.53304
C -1.40395 0.34131 1.98380
N 3.35378 -0.95304 0.10252
C 2.36424 -0.97611 -0.84462
N 1.47102 -0.02263 -0.97650
N -0.93151 0.59084 -1.88405
H -2.29205 1.29129 -0.62220
H -0.63951 1.69455 -0.10196
H -2.62578 -0.59668 0.42216
H -0.75162 -0.89134 0.22666
H -1.69835 1.42987 1.94601
H -1.99028 -0.26242 2.77136
H 3.31390 -0.06841 0.62271
H 4.28756 -0.98126 -0.25186
H 2.31263 -1.95822 -1.28523
H -0.37804 0.32576 2.09256
H 0.11273 0.20800 -1.81786
H -1.64860 0.10351 -2.41210
```

LUMO = -8.36 eV
total charge = +1
energy above the lowest of the compared OMol25 structures with the same formula, charge and spin = 170.52 kcal/mol

(2)
Molecular formula: C4H12N3
Method: DFT, ωB97M-V with the def2-TZVPD basis set

```
19
C4H12N3, DFT ωB97M-V with the def2-TZVPD basis set
C 0.45892 1.86619 -0.14359
C 0.47960 0.41350 0.40543
C 1.71290 -0.31776 -0.15552
N 1.24747 -1.70715 0.05025
N -0.76925 -0.30153 0.07096
C -2.01494 -0.03159 0.27498
N -2.91695 -0.88819 -0.03440
H 0.66148 1.97262 -1.15269
H 1.25437 2.32971 0.45249
H -0.48415 2.30285 0.12714
H 0.58044 0.37935 1.47895
H 2.04657 0.00122 -1.16187
H 2.63939 -0.18621 0.46926
H 1.36448 -2.04116 0.97617
H 1.99311 -2.19882 -0.42858
H -0.47268 -1.28400 -0.19869
H -2.40413 0.91903 0.59789
H -3.91513 -0.62541 -0.10747
H -2.67162 -1.75690 -0.38866
```

SMILES string = C[C@H](CN)NC=[NH2+]
LUMO = -3.06 eV
total charge = +1
energy above the lowest of the compared OMol25 structures with the same formula, charge and spin = 34.87 kcal/mol

Record order is preserved below.
Frontier orbital gap: 5.4009, 11.1241 eV
Record order is preserved below.
Calculated total energy: -8800.3399, -8806.2221 eV
Record order is preserved below.
E_HOMO: -13.76, -14.19 eV